An isolated molecule of C12H24N4O5S2 in a non-equilibrium geometry, computed with wB97M-V/def2-TZVPD.

CARTESIAN COORDINATES (ANGSTROEM)
C 5.238 0.462 -0.314
C 4.173 -0.603 -0.077
C 3.336 -0.842 -1.332
C 2.228 -1.851 -1.105
H 2.606 -2.791 -0.709
H 1.646 -2.036 -2.003
S 1.025 -1.270 0.126
O -0.233 -1.902 -0.156
O 1.547 -1.415 1.452
N 0.936 0.395 -0.221
C -0.190 0.751 -1.049
N -1.236 1.049 -0.094
S -2.783 1.449 -0.615
O -3.135 2.725 -0.055
O -2.799 1.303 -2.037
C -3.762 0.158 0.176
C -3.434 -1.169 -0.476
C -4.077 -2.362 0.235
C -3.410 -2.652 1.575
H -3.601 -1.856 2.291
H -3.791 -3.580 1.995
H -2.336 -2.745 1.438
H -3.968 -3.238 -0.406
H -5.145 -2.181 0.377
H -3.764 -1.127 -1.515
H -2.352 -1.309 -0.469
H -4.807 0.437 0.062
H -3.480 0.198 1.223
C -0.620 1.742 1.017
N -0.512 3.163 0.853
C 0.751 3.557 0.493
O 1.100 4.635 0.094
N 1.580 2.486 0.772
H 2.539 2.487 0.469
C 0.862 1.267 0.951
H 1.209 0.701 1.819
H -1.336 3.683 0.587
H -1.145 1.486 1.941
H -0.490 -0.080 -1.685
H 0.066 1.623 -1.669
H 2.892 0.100 -1.657
H 3.983 -1.204 -2.136
H 3.517 -0.300 0.738
H 4.655 -1.537 0.219
H 5.923 0.151 -1.099
H 5.812 0.635 0.592
H 4.782 1.403 -0.616

Its maximum force is 1.212 eV Å⁻¹. The charge is 0. The calculation puts the HOMO energy at -0.367 Ha. The calculation puts the lowest unoccupied orbital energy at 0.5 eV. Its energy above the lowest of the compared OMol25 structures with the same formula, charge and spin is 0.0 kJ/mol. Its calculated total energy is -1863.2790 a.u. As for the SMILES: CCCCS(=O)(=O)N1CN(S(=O)(=O)CCCC)[C@H]2NC(=O)N[C@H]21. For the molecular weight, the calculation gives 368.5 g mol⁻¹.